1.
Molecular formula: C5H16NO
Method: DFT, wB97M-V/def2-TZVPD

Properties
- HOMO level (alpha / beta) (eV) = -18.82 / -18.82
- LUMO level (alpha / beta) (eV) = -6.964 / -13.847
- <S²> = 0.753
- multiplicity = 2
- relative energy (zero: lowest compared OMol25 entry of this formula, charge and spin) (eV) = 0.9570
- total charge = +2
- gap between HOMO and LUMO (alpha / beta) (eV) = 11.9 / 5.0
- DFT total energy (eV) = -8960.8307
- strongest force on any atom (Eh/bohr) = 0.05494

Last column: Löwdin charge in e.
Positions of all 23 atoms, in Å:
C  1.1700  -1.4625  -0.9854  0.012
C  0.2570  -0.7611  0.0838  -0.220
C  0.8066  0.6077  0.5347  -0.164
C  2.3088  0.1558  1.4484  0.212
C  1.0909  1.7345  -0.4206  0.002
N  -0.9772  -0.4061  -0.8336  0.240
H  2.1550  -1.4603  -0.5336  0.077
H  1.1700  -0.8674  -1.8877  0.101
H  0.9437  -2.5330  -0.9850  0.123
H  -0.0821  -1.3965  0.8885  0.161
H  0.2707  0.9801  1.4331  0.182
H  2.5517  1.1284  1.8962  0.111
H  2.9344  -0.0162  0.5706  0.115
H  2.1782  -0.5127  2.3000  0.125
H  1.2796  1.3614  -1.4304  0.108
H  2.0372  2.2010  -0.1248  0.132
H  0.2276  2.4103  -0.3351  0.144
H  -0.6784  0.4812  -1.2470  0.137
H  -1.8668  -0.1947  -0.3529  0.127
H  -1.0468  -1.0180  -1.6524  0.181
H  -4.5782  -0.1990  -0.0967  0.076
H  -3.9302  -0.0706  1.2310  0.054
O  -3.7735  0.1371  0.3156  -0.035


2.
Molecular formula: C27H19F6N3O5PS5SeYb
Method: DFT, wB97M-V/def2-TZVPD

Properties
- HOMO level (alpha / beta) (eV) = -6.79 / -6.79
- LUMO level (alpha / beta) (eV) = -1.177 / -1.180
- <S²> = 0.751
- multiplicity = 2
- relative energy (zero: lowest compared OMol25 entry of this formula, charge and spin) (eV) = 0.2762
- total charge = 0
- gap between HOMO and LUMO (alpha / beta) (eV) = 5.6 / 5.6
- DFT total energy (eV) = -219664.7543
- strongest force on any atom (Eh/bohr) = 0.02919

Last column: Löwdin charge in e.
Positions of all 68 atoms, in Å:
Yb  0.1680  1.9169  0.6458  1.306
F  0.3028  -0.0437  2.9544  0.079
C  1.1274  0.3745  3.9357  -0.652
F  0.5098  0.1799  5.0897  0.161
F  2.2298  -0.3542  3.9053  0.162
S  1.4942  2.2092  3.7244  0.649
O  0.4425  2.6151  2.7758  -0.423
O  1.4575  2.7341  5.0362  -0.213
N  2.9214  2.3207  3.0597  -0.267
S  2.9633  2.0803  1.5003  0.620
O  2.4004  3.1319  0.6918  -0.339
O  2.3593  0.7986  1.1312  -0.351
C  4.7813  2.0232  1.1614  -0.686
F  4.9177  1.8220  -0.1401  0.168
F  5.3378  1.0220  1.8252  0.167
F  5.3409  3.1642  1.5062  0.185
S  1.2170  5.1723  -2.3889  0.486
C  0.3287  4.1801  -1.4390  -1.829
S  -0.0359  2.4982  -1.9066  0.350
S  -0.3218  4.5972  0.1165  0.358
O  -0.1197  -0.1984  0.0078  -0.474
P  0.2131  -1.1176  -1.1472  0.829
C  -0.9652  -0.8972  -2.4815  -0.282
C  -2.2062  -0.3583  -2.1558  -0.096
C  -3.1783  -0.2159  -3.1315  -0.064
C  -2.9150  -0.6154  -4.4327  -0.063
C  -1.6835  -1.1649  -4.7591  -0.065
C  -0.7097  -1.3093  -3.7865  -0.077
C  0.0613  -2.8081  -0.5410  -0.268
C  -0.5908  -3.0307  0.6657  -0.062
C  -0.7746  -4.3265  1.1270  -0.068
C  -0.3118  -5.4002  0.3828  -0.073
C  0.3381  -5.1808  -0.8252  -0.071
C  0.5237  -3.8893  -1.2860  -0.076
C  1.8818  -0.9182  -1.7624  -0.284
C  2.9315  -1.5143  -1.0635  -0.084
C  4.2394  -1.2942  -1.4553  -0.074
C  4.5068  -0.4770  -2.5464  -0.070
C  3.4688  0.1273  -3.2390  -0.052
C  2.1568  -0.0879  -2.8481  -0.092
H  -2.4025  -0.0420  -1.1392  0.079
H  -4.1378  0.2143  -2.8777  0.109
H  -3.6710  -0.4943  -5.1969  0.109
H  -1.4785  -1.4735  -5.7748  0.108
H  0.2519  -1.7301  -4.0533  0.108
H  -0.9478  -2.1899  1.2457  0.100
H  -1.2794  -4.4926  2.0693  0.107
H  -0.4542  -6.4103  0.7429  0.107
H  0.7024  -6.0173  -1.4060  0.107
H  1.0402  -3.7288  -2.2252  0.112
H  2.7332  -2.1440  -0.2049  0.117
H  5.0494  -1.7551  -0.9062  0.110
H  5.5304  -0.3048  -2.8515  0.110
H  3.6751  0.7815  -4.0748  0.115
H  1.3554  0.4250  -3.3632  0.073
Se  -2.9847  2.8925  -0.4140  1.122
N  -2.1933  1.9127  0.8712  -0.348
C  -3.1021  1.7016  1.8243  -0.350
C  -2.8867  0.9822  3.0360  -0.019
C  -3.9160  0.8490  3.9099  -0.065
C  -5.2110  1.4006  3.6523  -0.075
C  -5.4584  2.0829  2.5077  -0.018
C  -4.4033  2.2449  1.5616  -0.381
N  -4.5281  2.8861  0.4055  -0.221
H  -1.9186  0.5547  3.2482  0.088
H  -3.7573  0.3103  4.8348  0.108
H  -5.9916  1.2661  4.3881  0.104
H  -6.4243  2.5125  2.2832  0.116


3.
Molecular formula: C2H2OS2
Method: DFT, wB97M-V/def2-TZVPD

Properties
- HOMO level (alpha / beta) (eV) = -9.00 / -9.02
- LUMO level (alpha / beta) (eV) = -2.459 / -2.471
- SMILES = O=C=C=S.S
- relative energy (zero: lowest compared OMol25 entry of this formula, charge and spin) (eV) = 2.4478
- total charge = 0
- gap between HOMO and LUMO (alpha / beta) (eV) = 6.5 / 6.5
- DFT total energy (eV) = -25821.2942
- strongest force on any atom (Eh/bohr) = 0.05461

Last column: Löwdin charge in e.
Positions of all 7 atoms, in Å:
C  3.1945  1.1892  -0.1196  -0.306
C  3.4078  -0.0534  0.0794  -0.645
O  2.9786  2.3517  -0.1836  0.156
S  3.7660  -1.6278  0.1113  0.749
S  -0.0458  -0.5689  -0.4672  0.405
H  1.1446  -0.1457  -1.1112  -0.197
H  0.6594  -0.4336  0.7684  -0.163


4.
Molecular formula: C5H13N2O
Method: DFT, wB97M-V/def2-TZVPD

Properties
- HOMO level (eV) = -2.39
- LUMO level (eV) = 3.864
- SMILES = CN(CCN)CC[O-]
- relative energy (zero: lowest compared OMol25 entry of this formula, charge and spin) (eV) = 1.8131
- total charge = -1
- gap between HOMO and LUMO (eV) = 6.2
- DFT total energy (eV) = -10421.8857
- strongest force on any atom (Eh/bohr) = 0.04518

Last column: Löwdin charge in e.
Positions of all 21 atoms, in Å:
N  -1.7997  0.5927  -1.3640  -0.033
C  -0.3806  0.8051  -1.5782  -0.279
C  0.5085  -0.3820  -1.1793  -0.236
N  0.9661  -0.4333  0.2100  -0.229
C  1.4299  -1.7865  0.4571  -0.163
C  -0.0617  -0.0909  1.2080  -0.198
C  -0.1812  1.5106  1.5807  -0.490
O  -1.1967  2.2130  1.0616  -0.371
H  -2.2721  1.1676  -0.6891  0.034
H  -2.1083  -0.3701  -1.2871  0.044
H  -0.1059  1.6699  -0.9694  0.092
H  -0.3421  1.0236  -2.6633  0.090
H  1.3511  -0.3960  -1.8800  0.100
H  -0.0827  -1.2910  -1.4711  0.106
H  1.8729  -1.7969  1.4771  0.075
H  2.1486  -2.2474  -0.2326  0.072
H  0.5322  -2.4328  0.6006  0.077
H  -1.0743  -0.4066  0.9098  0.094
H  0.1521  -0.6606  2.1211  0.081
H  0.7096  1.8347  1.0024  0.067
H  -0.0659  1.4768  2.6859  0.065


5.
Molecular formula: C4H10N3O2
Method: DFT, wB97M-V/def2-TZVPD

Properties
- HOMO level (eV) = -3.13
- LUMO level (eV) = 4.122
- relative energy (zero: lowest compared OMol25 entry of this formula, charge and spin) (eV) = 0.7059
- total charge = -1
- gap between HOMO and LUMO (eV) = 7.3
- DFT total energy (eV) = -12873.7739
- strongest force on any atom (Eh/bohr) = 0.07940

Last column: Löwdin charge in e.
Positions of all 19 atoms, in Å:
C  0.4822  -1.6575  -0.1077  -0.601
C  -2.7247  0.0977  0.1885  -0.170
C  -1.2185  0.2280  0.2240  -0.298
C  -0.5563  -0.9310  -0.5817  -0.119
N  1.8249  0.8507  0.8762  -0.005
N  2.1645  2.5155  -0.6640  -0.084
N  2.1344  1.2227  -0.3086  -0.219
O  1.0352  -1.6360  1.0696  -0.161
O  1.1061  -2.6449  -0.9008  -0.013
H  -3.2742  0.7935  0.7928  0.035
H  -2.9995  0.1408  -0.9042  0.069
H  -3.1635  -0.9433  0.3972  0.082
H  -0.9205  1.0123  -0.4363  0.068
H  -0.9144  0.3762  1.2875  0.101
H  -0.6867  -0.7997  -1.6446  0.080
H  1.6693  1.6419  1.6619  0.145
H  1.4920  -0.1499  1.0280  0.025
H  1.8979  -2.7003  -0.3692  0.063
H  2.6518  2.5833  -1.6085  -0.001


6.
Molecular formula: C2H5ClNOPS
Method: DFT, wB97M-V/def2-TZVPD

Properties
- HOMO level (eV) = -9.66
- LUMO level (eV) = 0.274
- SMILES = S=[P@]1(Cl)NCCO1
- relative energy (zero: lowest compared OMol25 entry of this formula, charge and spin) (eV) = 1.0175
- total charge = 0
- gap between HOMO and LUMO (eV) = 9.9
- DFT total energy (eV) = -38338.9440
- strongest force on any atom (Eh/bohr) = 0.11269

Last column: Löwdin charge in e.
Positions of all 12 atoms, in Å:
C  -1.0471  0.2986  0.4441  -0.227
C  -0.8457  -0.3565  -0.9976  -0.364
N  0.1965  0.0637  1.1709  -0.242
O  0.4035  -0.1458  -1.5090  -0.286
P  1.6054  0.1639  0.1635  -0.115
S  3.0503  -1.0384  0.5031  0.247
Cl  1.9441  1.9847  -0.0649  0.468
H  -1.1462  1.3793  0.1164  0.123
H  -1.8151  -0.0957  1.0562  0.097
H  -1.2618  -1.4293  -0.8527  0.132
H  -1.4896  0.0866  -1.6217  0.060
H  0.4056  -0.9113  1.5915  0.107


7.
Molecular formula: C11H17N3O4Tl
Method: DFT, wB97M-V/def2-TZVPD

Properties
- HOMO level (eV) = -20.92
- LUMO level (eV) = -12.938
- relative energy (zero: lowest compared OMol25 entry of this formula, charge and spin) (eV) = 0.0000
- total charge = +3
- gap between HOMO and LUMO (eV) = 8.0
- DFT total energy (eV) = -29008.4544
- strongest force on any atom (Eh/bohr) = 0.04056

Last column: Löwdin charge in e.
Positions of all 36 atoms, in Å:
Tl  0.0078  0.1205  -0.2100  1.419
O  -2.4378  1.5427  3.2499  0.257
C  -1.6800  0.9556  2.3880  -0.421
O  -1.5359  1.2941  1.2152  0.017
C  -0.9394  -0.2274  2.9045  -0.136
C  -1.0599  -0.7072  4.2001  0.104
C  -0.3133  -1.8240  4.5499  0.073
C  0.5170  -2.4104  3.6010  0.089
C  0.5719  -1.8579  2.3317  -0.135
N  -0.1472  -0.7874  1.9984  0.089
C  1.4215  -2.3541  1.2037  -0.404
O  2.1638  -3.4025  1.2891  0.274
O  1.4024  -1.7169  0.1520  0.007
H  -2.9168  2.3165  2.8933  0.197
H  -1.7178  -0.2162  4.9046  0.156
H  -0.3753  -2.2335  5.5501  0.154
H  1.1028  -3.2783  3.8757  0.147
H  2.1529  -3.8916  2.1281  0.167
N  1.8214  1.6132  -0.9561  0.040
C  1.9075  1.6326  -2.4171  -0.207
C  0.5363  1.9609  -3.0066  -0.159
C  -0.1023  0.6916  -3.5892  -0.157
C  -1.5347  0.5526  -3.0795  -0.209
N  -1.5726  -0.4500  -2.0117  0.039
H  1.5330  2.4999  -0.5469  0.127
H  2.6427  1.2412  -0.4821  0.129
H  2.3051  0.6800  -2.7593  0.136
H  2.6325  2.3871  -2.7414  0.158
H  0.5930  2.7510  -3.7516  0.144
H  -0.0854  2.3555  -2.1912  0.104
H  0.4534  -0.1941  -3.2575  0.109
H  -0.0566  0.6874  -4.6755  0.144
H  -2.1870  0.2488  -3.9053  0.157
H  -1.9519  1.4848  -2.7054  0.135
H  -1.2424  -1.3700  -2.2993  0.129
H  -2.4630  -0.5207  -1.5226  0.127


8.
Molecular formula: C23H21NO4
Method: DFT, wB97M-V/def2-TZVPD

Properties
- HOMO level (eV) = -8.15
- LUMO level (eV) = 0.668
- SMILES = COc1ccc(C)cc1NC(=O)c1cccc(-c2ccc(OC(C)=O)cc2)c1
- relative energy (zero: lowest compared OMol25 entry of this formula, charge and spin) (eV) = 0.7361
- total charge = 0
- gap between HOMO and LUMO (eV) = 8.8
- DFT total energy (eV) = -33872.8325
- strongest force on any atom (Eh/bohr) = 0.01412

Last column: Löwdin charge in e.
Positions of all 49 atoms, in Å:
C  -3.0531  -0.4828  4.2950  -0.082
H  -3.9679  0.0295  4.5888  0.095
O  -3.1977  -0.7596  2.9236  -0.090
C  -2.1824  -1.4200  2.2841  -0.212
C  -0.9964  -1.8284  2.8709  -0.014
C  -0.0345  -2.4857  2.1195  -0.044
C  -0.2474  -2.7792  0.7828  -0.273
C  -1.4471  -2.3901  0.2001  0.017
C  -2.3995  -1.6857  0.9190  -0.173
N  -3.6037  -1.2523  0.3560  0.159
C  -3.8669  -0.7875  -0.8971  -0.428
O  -5.0069  -0.5475  -1.2427  0.084
C  -2.6957  -0.5616  -1.7945  -0.153
C  -1.5843  0.1432  -1.3506  0.021
C  -0.4974  0.3519  -2.1923  -0.167
C  -0.5516  -0.1352  -3.4973  -0.023
C  -1.6753  -0.7992  -3.9536  -0.061
C  -2.7500  -1.0124  -3.1083  -0.017
H  -3.6321  -1.5320  -3.4504  0.121
H  -1.7142  -1.1529  -4.9733  0.105
H  0.2814  0.0347  -4.1637  0.113
C  0.6947  1.0569  -1.6983  -0.181
C  0.5741  2.1890  -0.8972  -0.007
C  1.6902  2.8512  -0.4220  0.009
C  2.9525  2.3706  -0.7373  -0.224
C  3.0933  1.2435  -1.5371  0.008
C  1.9716  0.5974  -2.0150  -0.024
H  2.0859  -0.2870  -2.6240  0.113
H  4.0842  0.8881  -1.7741  0.120
O  4.1236  3.0025  -0.3356  0.064
C  4.2591  3.5061  0.9039  -0.519
O  3.4392  3.4147  1.7750  0.120
C  5.5940  4.1913  1.0330  0.026
H  5.5481  5.1479  0.5158  0.092
H  6.3695  3.5892  0.5682  0.087
H  5.8169  4.3607  2.0817  0.088
H  1.5808  3.7311  0.1913  0.119
H  -0.4070  2.5727  -0.6614  0.119
H  -1.5504  0.5127  -0.3366  0.131
H  -4.3821  -1.1976  1.0031  0.158
H  -1.6409  -2.6357  -0.8323  0.127
C  0.7944  -3.4772  -0.0371  -0.045
H  1.3976  -2.7405  -0.5687  0.076
H  0.3329  -4.1286  -0.7754  0.079
H  1.4556  -4.0669  0.5928  0.076
H  0.8904  -2.7786  2.5934  0.111
H  -0.8019  -1.6301  3.9127  0.104
H  -2.1961  0.1709  4.4841  0.097
H  -2.9477  -1.4015  4.8809  0.097